C41H64AsInN2O4Si | ωB97M-V/def2-TZVPD

ΔE to the lowest compared entry with this formula, charge and spin: 64.06 kJ/mol
E: -128620.8972 eV
total charge: 0
largest force on an atom: 1.7 eV/Å
E_HOMO: -7.500 eV

Structure (XYZ):
```
114
Properties=species:S:1:pos:R:3:forces:R:3
In -0.16767 -0.34327 0.59231 0.09 -0.32 -0.09
C 1.72583 -0.76667 4.52341 -0.18 0.09 -0.28
C 1.50343 0.34603 3.49921 -0.41 0.12 0.79
C 2.25183 1.61123 3.91571 -0.15 -0.12 -0.17
O 1.87543 -0.09857 2.20371 0.07 -0.01 -0.34
C 0.00603 0.75733 3.44011 0.63 -0.19 0.83
O -0.56997 0.96103 4.49361 0.00 0.09 0.22
O -0.50447 0.92523 2.28901 -0.36 -0.13 -1.45
H 2.78483 -0.87887 4.75381 0.09 -0.02 -0.04
H 1.35023 -1.70797 4.11721 0.05 -0.04 0.08
H 1.18403 -0.52567 5.43361 -0.01 -0.02 0.07
H 3.32953 1.46393 3.84701 0.13 0.00 -0.01
H 1.98783 1.85113 4.94191 0.02 0.00 0.07
H 1.95123 2.44823 3.28981 0.07 0.09 -0.03
H 2.83083 -0.01887 2.09611 0.01 -0.09 -0.18
C 2.88183 -3.17937 -2.05509 0.11 -0.06 0.20
C 3.09293 -3.01257 -0.54799 -0.13 -0.04 -0.05
C 1.81563 -3.28247 0.23701 0.27 0.02 -0.02
C 3.70733 -1.66497 -0.25059 0.02 -0.14 0.09
C 5.04273 -1.67737 0.14081 0.04 0.10 0.00
C 5.75583 -0.51407 0.34401 -0.06 0.08 -0.03
C 5.13243 0.69683 0.12421 0.06 -0.09 0.08
C 3.79603 0.76203 -0.24919 -0.27 -0.06 0.02
C 3.20383 2.12483 -0.53339 0.00 0.21 0.01
C 3.44403 3.10573 0.61601 -0.15 -0.09 -0.13
C 3.81023 2.66983 -1.83129 -0.26 -0.06 0.08
C 3.05903 -0.42837 -0.40689 1.03 0.15 0.16
N 1.68723 -0.31137 -0.74569 -1.15 -0.07 0.06
C 1.41513 -0.08457 -1.98999 0.72 -0.11 0.01
C 0.19703 0.25733 -2.62279 -0.70 0.16 -0.33
C 0.22953 0.17413 -4.03459 -0.02 0.08 -0.04
C -0.83267 0.50993 -4.82589 0.10 -0.03 -0.18
C -2.00867 0.96203 -4.21599 0.11 -0.09 0.13
C -2.06287 1.11923 -2.86039 -0.15 -0.07 -0.11
C -0.97497 0.79933 -2.00719 -0.18 0.08 -0.60
N -1.07277 1.08733 -0.69999 0.61 -0.57 0.74
C -1.91987 2.14953 -0.32529 -0.33 0.69 0.27
C -3.03797 1.97313 0.50771 0.19 -0.07 -0.17
C -3.83487 3.06913 0.81621 0.03 0.06 0.00
C -3.55027 4.32953 0.33851 -0.03 0.00 0.00
C -2.44157 4.50553 -0.46229 0.01 -0.05 -0.05
C -1.61587 3.44503 -0.80089 -0.05 -0.15 0.08
C -0.40557 3.75583 -1.65589 0.10 0.08 -0.06
C -0.81547 4.25973 -3.04239 0.10 -0.19 0.10
C 0.48313 4.78963 -0.95929 -0.03 -0.25 -0.07
C -3.48027 0.62713 1.03171 -0.16 -0.02 0.13
C -4.76177 0.19793 0.30841 0.27 -0.11 -0.04
C -3.71037 0.66973 2.54471 0.23 -0.10 -0.11
H 2.62473 -4.21047 -2.28799 -0.09 -0.10 -0.06
H 3.79403 -2.92317 -2.59209 0.03 0.00 -0.11
H 2.07443 -2.54047 -2.40059 -0.05 0.03 -0.08
H 3.83143 -3.76477 -0.24159 -0.05 0.19 -0.02
H 0.96213 -2.77267 -0.19959 -0.10 -0.07 -0.02
H 1.93533 -2.95577 1.27211 -0.03 -0.08 0.08
H 1.61213 -4.35087 0.22571 -0.13 -0.12 0.06
H 5.54413 -2.62517 0.26961 -0.03 -0.15 0.00
H 6.79183 -0.54967 0.64361 0.11 -0.01 0.03
H 5.70113 1.60713 0.23471 0.02 0.12 0.01
H 2.12023 2.03003 -0.66239 0.16 0.05 0.02
H 4.50283 3.24603 0.81851 0.11 0.01 0.03
H 2.96033 2.74813 1.51931 0.02 0.00 0.11
H 3.02303 4.07743 0.37081 -0.04 0.10 -0.02
H 4.89193 2.75063 -1.74439 0.10 0.02 -0.01
H 3.40753 3.65573 -2.04949 -0.03 0.13 -0.06
H 3.58483 2.01573 -2.67149 0.02 -0.05 -0.12
H 2.26233 -0.14497 -2.68319 -0.05 -0.02 0.08
H 1.13693 -0.19047 -4.49639 0.10 -0.04 -0.04
H -0.77497 0.41673 -5.89939 0.05 -0.03 -0.07
H -2.87627 1.18993 -4.81819 -0.08 0.05 -0.04
H -2.96637 1.48853 -2.39439 -0.01 0.01 -0.02
H -4.71067 2.93383 1.43171 -0.08 -0.05 0.09
H -4.18377 5.16713 0.58821 -0.07 0.08 0.03
H -2.21397 5.49023 -0.83829 0.06 0.17 -0.04
H 0.18763 2.84873 -1.78839 -0.04 0.09 0.05
H -1.36967 5.19173 -2.96439 -0.07 0.14 0.00
H -1.44157 3.52733 -3.54579 -0.02 0.05 -0.08
H 0.06803 4.43753 -3.65289 0.08 0.04 -0.10
H -0.00687 5.75803 -0.90959 -0.05 0.14 0.04
H 1.41193 4.91323 -1.51279 0.14 0.06 -0.03
H 0.71033 4.46653 0.05411 0.08 0.03 0.12
H -2.70097 -0.12067 0.81931 -0.26 0.07 -0.05
H -5.56337 0.91493 0.48261 -0.02 0.05 0.06
H -5.08717 -0.77697 0.66681 -0.09 -0.12 0.00
H -4.59397 0.13073 -0.76469 -0.05 -0.02 -0.09
H -4.48207 1.38893 2.80681 -0.09 0.04 0.03
H -2.79007 0.94483 3.05431 -0.01 0.04 0.13
H -4.03877 -0.30317 2.90851 -0.05 -0.05 0.05
C -1.59447 -2.04047 4.37161 0.06 0.12 -0.17
As -1.14907 -2.31787 2.46361 -0.29 -0.60 0.66
C -0.36227 -4.11737 2.64531 0.01 0.28 -0.11
C -2.92787 -2.88497 1.88661 0.00 0.09 -0.12
H -2.45937 -2.65047 4.63441 0.05 -0.10 -0.13
H -1.82217 -0.99497 4.56121 0.00 0.03 -0.05
H -0.75507 -2.32557 5.00291 0.04 0.00 -0.05
H -1.00167 -4.71127 3.29941 -0.04 0.09 -0.03
H 0.64293 -4.08457 3.06521 -0.03 0.09 -0.04
H -0.32307 -4.57237 1.65971 0.02 -0.06 -0.06
H -3.08967 -3.92477 2.17361 0.05 0.06 0.05
H -3.00327 -2.79227 0.80941 -0.04 0.01 -0.05
H -3.68397 -2.25987 2.35701 0.05 0.00 0.01
C -3.49197 -2.29327 -2.05049 0.71 -0.15 0.24
Si -1.69697 -2.84817 -1.67849 -0.76 -1.14 -1.01
C -1.76127 -4.67977 -1.09009 -0.02 0.76 -0.18
C -0.82157 -2.94217 -3.37379 -0.28 0.19 0.61
O -0.97787 -1.96027 -0.57309 0.68 1.10 0.96
H -3.93717 -2.91677 -2.81939 -0.03 -0.20 -0.19
H -3.51227 -1.26817 -2.40929 0.05 0.20 -0.06
H -4.13197 -2.34987 -1.17549 -0.12 -0.01 0.20
H -2.37247 -5.27027 -1.76539 -0.13 -0.13 -0.19
H -2.16877 -4.80077 -0.09159 -0.11 0.03 0.20
H -0.76407 -5.10907 -1.09279 0.28 -0.08 -0.01
H -1.21977 -3.76637 -3.95819 -0.17 -0.21 -0.05
H 0.24603 -3.10457 -3.27569 0.23 -0.06 0.05
H -0.96607 -2.03407 -3.94749 -0.07 0.15 -0.11
```
Positions in Å, forces in eV/Å.


C41H64LaN10O2PSi3 | ωB97M-V/def2-TZVPD

ΔE to the lowest compared entry with this formula, charge and spin: 87.19 kJ/mol
E: -96321.6068 eV
total charge: +2
largest force on an atom: 4.0 eV/Å
E_HOMO (alpha / beta): -11.614 / -8.644 eV

Structure (XYZ):
```
122
Properties=species:S:1:pos:R:3:forces:R:3
La 0.64660 -0.69152 -2.92163 0.86 1.77 -0.72
C 2.76240 2.42556 -3.41041 1.48 0.88 1.95
C 2.85872 1.83983 -4.78994 -0.05 0.73 0.22
C 3.36309 0.45933 -4.77845 2.54 -2.23 0.45
C 4.76504 0.23154 -4.67490 -2.94 2.50 -1.21
C 5.29288 -1.03438 -4.61285 1.31 -1.84 0.38
C 4.39103 -2.10115 -4.50313 0.34 -0.08 -0.39
C 3.04687 -1.90542 -4.73996 -0.07 -0.28 2.05
N 2.49826 -0.60190 -4.67965 -1.42 -0.03 -0.19
N 1.50929 2.11503 -2.71899 -0.75 0.55 0.33
C 0.46040 2.94517 -3.34280 0.37 1.37 -0.56
C -0.19264 2.45787 -4.59548 0.96 -0.06 -0.23
C -0.50824 3.42804 -5.57924 -2.11 -1.61 -0.48
C -1.22037 2.99507 -6.71667 1.43 -1.13 0.56
C -1.41388 1.54242 -6.91227 -0.40 2.57 -0.31
C -1.14181 0.77587 -5.82966 1.65 -1.21 1.27
N -0.36720 1.15649 -4.71020 -2.81 -0.20 -1.66
C 1.60552 2.56536 -1.28804 3.26 -1.66 -0.50
C 0.51553 2.09222 -0.43658 -2.04 0.78 0.53
C -0.27619 3.07576 0.13319 -1.63 -0.69 2.27
C -1.42094 2.70685 0.89844 -0.22 0.04 -1.63
C -1.83097 1.37860 0.84950 -0.07 1.01 1.04
C -1.03309 0.49616 0.19903 0.82 -2.05 -0.52
N 0.14121 0.80610 -0.35419 0.41 -0.18 -1.70
H 2.97385 3.52347 -3.37993 -0.80 -0.26 -0.50
H 3.59634 2.14947 -2.71911 -0.45 -0.73 -0.81
H 3.57170 2.44664 -5.30486 0.60 0.38 -0.49
H 1.92175 2.02367 -5.30775 0.06 -0.48 -0.22
H 5.32592 1.15009 -4.77457 0.59 -0.21 0.02
H 6.36863 -1.25360 -4.74664 -0.73 0.35 0.47
H 4.75741 -3.09577 -4.25687 -0.04 0.02 -0.50
H 2.38453 -2.77954 -4.52596 0.16 0.88 -0.47
H 0.87738 3.94433 -3.71505 -0.32 -0.88 1.39
H -0.32946 3.08382 -2.60134 -0.05 0.33 -0.07
H -0.40902 4.47977 -5.33957 0.19 -0.07 -0.22
H -1.50212 3.79692 -7.39494 -0.16 -0.61 -0.36
H -1.79297 1.03836 -7.84054 0.04 1.01 1.10
H -1.47022 -0.27107 -5.85190 0.51 0.40 0.13
H 1.78242 3.63367 -1.23009 -0.44 0.37 0.01
H 2.57996 2.13834 -0.88915 -0.97 0.22 -0.50
H -0.00496 4.10078 0.17785 0.38 0.74 -0.48
H -2.16683 3.41556 1.28969 0.98 -0.02 0.14
H -2.67878 1.06005 1.43207 -0.31 -0.11 -0.28
H -1.30569 -0.57717 0.06749 0.10 0.87 0.42
C -2.11743 -4.92697 -6.20967 0.64 -1.81 0.29
N -1.28594 -3.77741 -5.94839 1.26 1.81 -1.40
C -0.44393 -3.05258 -6.89267 -0.88 -0.37 2.21
C 0.27456 -2.17633 -6.08036 -1.01 -0.85 0.19
N -0.18502 -2.26634 -4.74274 0.37 -0.56 -2.14
C -1.11561 -3.22006 -4.72517 1.27 0.61 -1.35
P -2.01281 -3.67509 -3.27376 -0.93 0.52 1.79
C -2.71189 -1.94079 -2.81593 1.92 -1.04 -0.34
N -2.04294 -0.76244 -2.91828 -2.34 -1.38 0.07
C -3.07885 0.17539 -2.89507 2.55 1.69 -0.35
C -4.27853 -0.41220 -2.78856 -0.98 -0.29 0.17
N -4.03935 -1.78435 -2.70049 -2.07 0.58 0.94
C -5.17398 -2.66708 -2.13076 0.86 -0.61 -1.61
C -0.64029 -3.80407 -2.05267 0.94 0.40 1.21
N 0.17455 -2.79214 -1.60663 -0.59 -3.41 0.76
C 0.91283 -3.38639 -0.54451 -0.82 2.44 -0.37
C 0.50178 -4.64509 -0.33275 -0.48 -1.58 0.70
N -0.44741 -4.94199 -1.28601 0.41 1.00 -0.67
C -0.80119 -6.36430 -1.54994 -1.96 1.89 -1.71
H -3.11262 -4.64766 -6.46642 -0.86 0.28 0.00
H -2.10518 -5.54054 -5.25349 -0.25 0.49 -1.46
H -1.74378 -5.54753 -7.06964 0.00 0.69 1.01
H -0.57680 -3.17464 -7.99125 0.49 -0.14 1.25
H 1.12424 -1.53001 -6.30535 -0.58 -0.08 -0.08
H -2.75063 1.24367 -3.00245 -0.92 -1.20 0.16
H -5.28545 0.02716 -2.81354 0.67 -0.45 0.24
H -5.30554 -2.58362 -1.04843 0.29 0.51 -0.29
H -4.98453 -3.74430 -2.34689 0.10 0.89 -0.02
H -6.08213 -2.37759 -2.69061 0.47 -0.09 0.51
H 1.49408 -2.70764 0.08766 -0.09 -0.81 -0.24
H 0.66115 -5.40539 0.47308 0.33 1.07 -0.98
H -0.34385 -6.86335 -0.76762 1.16 -1.46 1.04
H -0.41838 -6.61853 -2.58854 -0.75 -0.11 1.50
H -1.90732 -6.49077 -1.35681 1.12 0.00 -0.88
C 2.69238 -0.69024 6.25220 -1.14 0.35 1.34
O 2.06470 -0.43961 7.59623 0.23 -0.34 -2.67
Si 0.39106 -0.18786 7.61222 1.57 0.41 0.93
C 0.12958 -0.04579 9.45212 1.13 -0.34 0.94
C -0.45497 -1.75985 7.18776 -2.11 -1.43 -1.03
C 0.03860 1.38681 6.58958 -1.06 -1.01 -0.21
Si -1.76788 1.56848 6.00465 -0.08 1.63 1.14
C -2.59669 3.23811 6.59668 0.40 0.18 0.97
C -1.83558 1.72403 4.16966 -0.35 -0.47 -1.69
C -3.01011 0.24703 6.53815 0.26 -0.17 0.08
Si 1.33727 2.58896 5.94346 -0.58 0.87 -0.28
C 1.72822 2.28341 4.10228 0.32 -1.39 -1.33
C 0.77671 4.40626 5.83098 -1.87 -0.54 -0.70
C 2.74697 2.63619 7.14618 1.45 1.30 -0.98
H 3.47427 0.06537 6.09920 0.14 -0.74 0.20
H 2.02480 -0.60402 5.38853 -0.64 0.57 0.24
H 2.94043 -1.74694 6.16593 0.87 0.14 0.49
H 0.37637 0.99643 9.70124 -0.09 -0.33 0.50
H 0.82538 -0.76902 10.04081 -0.83 1.33 -1.26
H -0.85319 -0.31019 9.82735 -0.37 0.30 -0.17
H 0.17136 -2.66375 7.24806 0.06 0.46 0.35
H -0.88972 -1.82584 6.17793 0.36 0.19 -0.08
H -1.39754 -1.95280 7.79327 1.31 0.35 -0.26
H -2.04286 3.81019 7.41671 -0.79 -1.05 -0.81
H -3.65058 3.03214 6.91733 0.91 0.19 -0.03
H -2.66603 3.98267 5.79865 0.05 -0.23 -0.21
H -1.13727 1.11091 3.56850 -0.33 -0.06 0.50
H -1.66206 2.75184 3.79273 -0.37 -0.40 0.38
H -2.87498 1.35923 3.92754 0.80 0.63 -0.11
H -2.78535 -0.71762 6.01223 -0.30 0.64 0.85
H -4.04361 0.57308 6.22726 1.02 -0.25 0.55
H -2.90346 0.18716 7.66900 -0.50 -0.34 -1.36
H 2.44401 1.42823 3.95815 -0.31 0.75 0.26
H 2.13668 3.13720 3.48808 -0.43 -0.63 0.95
H 0.82963 1.88668 3.54964 0.57 0.65 0.59
H 1.57664 4.86231 5.26894 0.52 0.46 0.14
H 0.61752 4.88151 6.81108 0.05 0.01 -0.49
H -0.13879 4.56543 5.14380 1.13 -0.31 1.26
H 2.49330 2.11491 8.01735 -0.44 -0.74 1.42
H 2.97267 3.69248 7.41632 -0.31 -0.57 -0.13
H 3.72281 2.23768 6.84177 -0.27 -0.09 -0.21
O 2.77360 -1.07026 -1.58952 0.41 -0.47 1.17
H 3.61874 -1.37317 -1.99126 -0.51 0.17 0.25
H 2.72383 -1.38349 -0.64812 0.52 0.51 -1.40
```
Positions in Å, forces in eV/Å.